58
Properties=species:S:1:pos:R:3:lowdin_charge:R:1 method="wB97M-V/def2-TZVPD" e_tot_ev=-146757.6739 e_homo_ev=-10.30 fmax_ev_per_a=0.8 smiles=ClCCCl.ClCCCl.ClCCCl.ClCCCl.ClCCCl.CC#N.CC#N.CC#N e_lumo_ha=0.0089 charge=0 relative_energy_kcal_mol=0.00
C 4.771 -2.114 26.961 -0.117
C 4.102 -1.694 28.191 -0.289
N 3.553 -1.328 29.127 0.170
H 4.034 -2.025 26.169 0.034
H 5.180 -3.119 27.047 0.031
H 5.647 -1.480 26.819 0.047
C 5.752 -0.025 31.355 -0.107
C 6.861 0.902 31.408 -0.321
N 7.737 1.635 31.468 0.126
H 4.817 0.464 31.087 0.028
H 5.614 -0.466 32.345 0.087
H 5.910 -0.838 30.651 0.057
C 4.265 -7.495 25.808 -0.096
C 4.156 -6.083 25.500 -0.298
N 4.055 -4.970 25.226 0.157
H 4.963 -7.673 26.622 0.043
H 4.649 -8.017 24.934 0.089
H 3.302 -7.888 26.129 0.085
Cl 7.256 -6.237 26.375 0.595
C 7.613 -4.625 25.697 -0.640
C 8.528 -3.825 26.573 -0.649
Cl 7.830 -3.526 28.181 0.563
H 6.662 -4.137 25.492 0.042
H 8.092 -4.824 24.739 0.077
H 8.713 -2.853 26.120 0.075
H 9.475 -4.338 26.711 0.071
Cl 2.045 3.137 27.720 0.550
C 2.192 1.642 28.658 -0.718
C 1.883 1.829 30.114 -0.657
Cl 3.145 2.781 30.934 0.557
H 3.194 1.223 28.572 0.016
H 1.523 0.908 28.215 0.020
H 1.789 0.886 30.645 0.068
H 0.945 2.368 30.264 0.066
Cl 3.118 0.361 25.136 0.584
C 1.470 0.404 24.437 -0.642
C 1.526 1.167 23.128 -0.678
Cl -0.095 1.268 22.413 0.556
H 0.812 0.864 25.170 0.065
H 1.147 -0.626 24.304 0.053
H 2.149 0.636 22.414 0.065
H 1.922 2.165 23.284 0.069
Cl -0.131 -1.435 28.054 0.559
C -0.079 -3.207 28.194 -0.654
C 0.874 -3.822 27.201 -0.686
Cl 0.351 -3.589 25.533 0.556
H -1.091 -3.563 28.012 0.066
H 0.223 -3.472 29.204 0.076
H 0.985 -4.887 27.392 0.073
H 1.860 -3.367 27.300 0.041
Cl 5.932 3.788 25.794 0.543
C 7.317 3.250 26.770 -0.661
C 7.395 1.743 26.862 -0.645
Cl 6.195 1.103 28.003 0.614
H 7.251 3.678 27.767 0.070
H 8.207 3.641 26.281 0.070
H 8.385 1.452 27.220 0.077
H 7.247 1.236 25.913 0.065